[1]
A molecular structure, C25H36N4O7PS2V. Source: the OMol25 dataset; level of theory: the ωB97M-V functional and the def2-TZVPD basis.

Geometry as XYZ:
```
76
Properties=species:S:1:pos:R:3:forces:R:3
V -0.3006 -1.1068 0.3734 -0.30 -0.14 0.07
C -1.3912 2.5176 -1.5169 0.02 0.05 0.00
C -2.0990 1.5074 -0.6613 -0.09 -0.06 0.06
C -3.2952 0.9222 -1.0615 0.03 -0.03 -0.04
C -3.9800 0.0414 -0.2351 -0.07 -0.02 -0.01
C -3.4739 -0.2850 1.0110 0.01 -0.01 0.05
C -2.2858 0.3048 1.4411 0.03 -0.04 -0.02
C -1.6116 1.1984 0.6135 0.13 0.03 -0.03
H -1.7563 3.5239 -1.2959 0.02 -0.02 0.01
H -1.5673 2.3389 -2.5769 0.00 0.01 0.00
H -0.3163 2.4983 -1.3327 -0.03 -0.02 -0.03
H -3.7060 1.1634 -2.0350 0.01 0.00 -0.01
H -4.9119 -0.3931 -0.5737 0.02 0.00 0.01
H -4.0105 -0.9683 1.6577 0.00 0.00 -0.01
H -1.8975 0.1223 2.4366 -0.03 0.00 0.02
H -0.7234 1.7076 0.9637 -0.03 -0.01 -0.02
S -0.7452 -5.1325 2.5827 -0.13 -0.07 0.05
C -1.6219 -3.9885 3.5038 0.06 -0.01 0.10
C -1.6062 -2.7874 2.8827 -0.06 -0.10 -0.10
N -0.9453 -2.7739 1.6738 0.05 0.11 -0.07
C -0.4541 -3.9586 1.4044 0.18 0.04 -0.10
H -2.0817 -4.2487 4.4430 0.02 0.02 -0.02
H -2.0751 -1.8912 3.2524 0.01 0.04 -0.01
H 0.1018 -4.1735 0.5028 -0.04 0.05 0.06
C 0.4456 -4.3312 -2.3375 0.00 0.05 -0.05
O -0.7556 -3.8554 -1.7093 0.04 -0.03 0.05
P -1.2125 -2.3163 -1.6217 -0.12 0.01 0.02
O -0.6844 -1.8026 -3.0386 0.04 0.03 -0.08
C -0.9856 -0.4937 -3.5410 -0.02 0.00 0.06
O -2.7844 -2.4811 -1.9172 -0.01 0.03 0.00
C -3.5784 -3.2692 -1.0270 -0.02 -0.06 -0.01
H 0.3823 -5.4155 -2.3391 -0.01 -0.02 0.01
H 1.3216 -4.0009 -1.7809 -0.01 -0.01 0.00
H 0.5024 -3.9672 -3.3609 0.00 -0.01 0.00
H -0.4887 -0.4096 -4.5029 0.01 -0.02 -0.02
H -0.6035 0.2671 -2.8620 -0.01 -0.01 0.01
H -2.0621 -0.3814 -3.6747 0.02 -0.01 0.00
H -4.6207 -3.0392 -1.2321 0.01 0.02 -0.01
H -3.3566 -3.0334 0.0165 0.01 0.02 0.03
H -3.3972 -4.3289 -1.2076 0.00 0.03 0.01
O 1.4812 -1.9686 -0.5203 -0.08 -0.13 0.03
C 1.6511 -0.8638 -1.0920 -0.02 0.24 -0.08
O 0.8070 0.0756 -0.8821 0.33 0.00 -0.08
C 2.7914 -0.6318 -2.0109 0.01 0.01 0.00
C 3.7573 -1.6153 -2.2022 0.00 0.01 0.00
C 4.8138 -1.3920 -3.0717 0.02 -0.01 -0.01
C 4.9128 -0.1883 -3.7554 0.00 -0.04 0.02
C 3.9401 0.7711 -3.5440 -0.01 0.12 -0.10
C 2.8781 0.5780 -2.6863 0.02 -0.04 0.01
N 4.0381 2.0653 -4.2630 0.04 -0.08 0.19
O 4.9799 2.2207 -5.0065 -0.01 -0.02 -0.05
O 3.1750 2.8907 -4.0413 -0.03 -0.01 -0.03
H 3.6740 -2.5477 -1.6599 -0.01 0.01 0.00
H 5.5667 -2.1542 -3.2201 -0.02 0.01 0.01
H 5.7246 0.0135 -4.4381 0.00 0.01 -0.01
H 2.1370 1.3496 -2.5486 -0.02 0.01 0.00
C -0.0455 3.2150 5.4984 0.02 0.02 0.04
C -0.5593 2.6208 4.1991 0.01 -0.02 -0.03
N 0.1767 1.4230 3.7867 0.04 -0.05 -0.01
C 0.9426 1.1915 2.7181 0.02 0.03 -0.09
S 1.2680 -0.4387 2.2476 -0.09 0.05 0.28
N 1.4719 2.1630 1.9756 0.06 0.02 -0.01
C 1.7154 3.5780 2.2685 0.00 -0.05 -0.01
C 0.9027 4.5024 1.3792 -0.05 0.04 -0.01
H -0.6542 4.0737 5.7817 0.01 0.00 0.00
H 0.9930 3.5389 5.4157 -0.03 -0.01 -0.01
H -0.1018 2.4834 6.3056 0.00 0.01 -0.01
H -0.5415 3.3404 3.3863 0.02 0.02 -0.02
H -1.6034 2.3227 4.3137 0.00 0.00 0.01
H -0.0239 0.5777 4.2973 -0.04 -0.03 0.02
H 1.9525 1.7918 1.1689 0.01 0.00 -0.04
H 2.7813 3.7493 2.1118 0.00 0.01 0.00
H 1.5298 3.7596 3.3219 -0.01 0.00 0.04
H 1.1280 4.3234 0.3266 0.00 0.00 0.01
H 1.1427 5.5425 1.6009 -0.01 -0.01 -0.01
H -0.1710 4.3586 1.5207 0.04 0.01 -0.01
```
Forces are in eV/Å.

spin multiplicity: 2
gap between HOMO and LUMO (spin up / spin down): 0.2778 / 0.2566 Eh
energy relative to the best compared isomer or geometry (same formula, charge and spin): 75.2 kJ/mol
total charge: +1
HOMO energy (spin up / spin down): -10.005 / -9.437 eV

Results of the Mulliken charge analysis, in e, for atoms 1 through 8: atom 1 (V): 1.303, atom 2 (C): -1.390, atom 3 (C): 0.322, atom 4 (C): -0.236, atom 5 (C): -0.811, atom 6 (C): -0.343, atom 7 (C): -0.284, atom 8 (C): -0.759


[2]
A molecular structure, C25H36N4O9P2Y. Source: the OMol25 dataset; level of theory: the ωB97M-V functional and the def2-TZVPD basis.

Geometry as XYZ:
```
77
Properties=species:S:1:pos:R:3:forces:R:3
Y -1.2007 0.3522 0.2536 -0.75 -1.24 1.78
C 2.6814 -1.0601 0.4734 0.10 0.11 -0.09
N 2.6829 0.1367 -0.3519 -0.08 -0.15 0.10
C 3.2676 1.2879 0.3508 -0.22 0.08 -0.02
C 2.2746 2.3847 0.7498 -0.08 -0.29 0.03
C 1.5124 2.1779 2.0549 0.05 0.09 0.04
N 0.3661 1.2567 2.0603 -0.02 0.28 -0.03
C -0.4546 1.4466 3.0312 0.66 0.06 0.18
C -1.3352 0.4639 3.6102 -0.36 -0.26 -0.19
C -2.0364 0.8029 4.7787 0.03 0.03 -0.02
C -2.6486 -0.1516 5.5520 -0.09 0.02 0.10
C -2.5306 -1.4967 5.1779 0.05 0.03 -0.05
C -1.8776 -1.8583 4.0264 -0.02 0.02 0.00
C -1.3223 -0.8859 3.1534 0.21 -0.04 0.20
O -0.8036 -1.2208 2.0120 -0.03 -0.12 0.25
C 3.2647 -0.0078 -1.6855 -0.03 -0.03 -0.04
C 2.9714 -1.2836 -2.4798 -0.21 0.06 0.01
C 1.5151 -1.6910 -2.7741 0.17 0.01 0.13
N 0.6606 -0.6862 -3.4013 -0.18 0.02 -0.05
C 0.3045 0.2751 -2.6202 0.36 -0.04 -0.15
C -0.5338 1.3998 -2.9511 -0.15 0.29 -0.14
C -1.0018 1.5826 -4.2215 0.28 -0.13 0.22
C -2.0326 2.4400 -4.6587 -0.15 0.21 -0.17
C -3.0445 2.9770 -3.8791 0.21 -0.20 0.02
C -3.2830 2.8434 -2.5076 -0.23 0.14 0.03
C -2.3987 2.3770 -1.5303 0.07 0.19 0.21
O -2.7644 2.0248 -0.3633 0.03 0.09 -0.35
H 3.7000 -1.3982 0.7386 -0.01 -0.02 0.00
H 2.1648 -1.8741 -0.0321 -0.02 -0.02 0.02
H 2.1315 -0.8490 1.3919 0.01 -0.05 0.01
H 4.0054 1.7561 -0.3076 0.05 -0.06 -0.02
H 3.8209 0.9349 1.2349 0.01 0.02 -0.03
H 1.5508 2.4957 -0.0492 -0.04 0.16 -0.16
H 2.8289 3.3236 0.8512 0.02 -0.03 0.05
H 1.2002 3.1581 2.4419 -0.05 -0.05 -0.01
H 2.2133 1.7598 2.7911 0.00 0.08 0.03
H -0.3705 2.3726 3.6192 0.02 -0.01 0.01
H -2.0666 1.8447 5.0817 0.04 0.01 -0.01
H -3.1913 0.1230 6.4470 0.02 0.02 0.00
H -2.9584 -2.2679 5.8080 -0.03 0.00 -0.02
H -1.8043 -2.8990 3.7417 -0.01 0.00 -0.02
H 4.3672 0.0571 -1.6283 0.00 0.03 0.00
H 2.9294 0.8533 -2.2729 0.05 0.02 0.01
H 3.4436 -2.1316 -1.9743 0.01 -0.04 -0.06
H 3.4880 -1.1587 -3.4362 0.06 0.02 0.02
H 1.0512 -2.0501 -1.8508 -0.03 0.02 -0.03
H 1.5632 -2.5390 -3.4627 0.03 -0.07 0.08
H 0.6567 0.2664 -1.5801 0.17 0.03 -0.31
H -0.5424 0.9518 -4.9790 -0.01 -0.03 0.00
H -2.1209 2.5740 -5.7323 -0.03 0.03 0.02
H -3.8228 3.4980 -4.4322 -0.02 -0.01 -0.01
H -4.2702 3.1123 -2.1437 0.01 -0.02 0.01
N -4.7250 -1.3245 -1.6103 0.61 0.51 0.10
C -3.6572 -2.2945 -1.1278 0.44 0.17 0.34
C -3.9935 -3.7234 -1.4781 -0.05 0.00 0.05
P -2.0506 -1.6066 -1.7197 -0.81 -0.42 -1.47
O -1.7844 -2.3264 -3.1280 0.25 0.19 0.21
O -2.4419 -0.1649 -1.9275 0.27 -0.30 0.36
O -0.9187 -1.8005 -0.7550 -0.15 0.04 0.22
P -3.6978 -1.9148 0.7181 -0.45 0.00 0.17
O -2.6856 -2.9635 1.3293 0.05 0.13 -0.07
O -5.1222 -2.1481 1.0711 -0.01 -0.13 -0.10
O -3.1730 -0.4976 0.8429 -0.66 -0.70 0.02
H -5.1818 -1.6035 -2.4728 0.03 -0.10 -0.06
H -4.1655 -0.4273 -1.7682 -0.34 -0.37 0.10
H -5.4047 -1.2214 -0.8404 -0.03 -0.07 -0.09
H -4.0164 -3.8657 -2.5614 0.00 -0.03 0.00
H -4.9532 -4.0021 -1.0391 0.01 -0.05 0.01
H -3.2260 -4.3776 -1.0652 -0.03 -0.01 -0.01
H -1.0412 -1.8285 -3.5608 -0.15 -0.16 0.05
H -1.8155 -2.4879 1.4997 -0.06 -0.07 0.01
C -0.3643 3.7540 -2.1078 -0.15 -0.08 0.07
C -0.8713 2.3401 -1.7899 0.08 0.53 -0.18
O -0.2941 1.9004 -0.6060 1.23 1.58 -1.30
H -0.6482 4.4253 -1.2940 0.02 0.01 0.00
H -0.7866 4.1184 -3.0431 0.03 0.05 0.00
H 0.7246 3.7273 -2.1916 0.01 -0.03 0.01
```
Forces are in eV/Å.

gap between HOMO and LUMO: 0.2280 Eh
energy relative to the best compared isomer or geometry (same formula, charge and spin): 0.0 kJ/mol
total charge: -1
HOMO energy: -3.608 eV

Results of the natural (NBO) charge analysis, in e, for atoms 1 through 8: atom 1 (Y): 2.061, atom 2 (C): -0.417, atom 3 (N): -0.454, atom 4 (C): -0.208, atom 5 (C): -0.433, atom 6 (C): -0.220, atom 7 (N): -0.504, atom 8 (C): 0.156


[3]
A molecular structure, C25H36N5S5Sb2Ti. Source: the OMol25 dataset; level of theory: the ωB97M-V functional and the def2-TZVPD basis.

Geometry as XYZ:
```
74
Properties=species:S:1:pos:R:3:forces:R:3
Ti 2.3996 -0.9878 0.2880 0.41 0.38 0.32
N -0.2700 -4.0221 -0.4468 0.28 0.07 0.02
C -1.5725 -3.5711 -0.5699 -0.08 0.15 -0.14
C -2.6277 -4.2953 -0.0210 0.10 0.03 -0.01
C -3.9340 -3.9141 -0.2623 -0.12 0.00 -0.01
C -4.2056 -2.8007 -1.0454 -0.08 -0.05 0.06
C -3.1579 -2.0555 -1.5602 0.07 0.17 0.05
C -1.8425 -2.4214 -1.3282 0.05 -0.16 0.18
S -0.4694 -1.5603 -2.0060 -0.09 0.23 -0.04
N 0.7092 -1.8798 -0.8168 0.02 0.07 0.04
C 0.8453 -3.1956 -0.5664 -0.36 -0.26 -0.05
C 2.1324 -3.7392 -0.4662 0.38 -0.32 -0.18
C 2.4205 -5.0969 -0.1634 0.28 0.06 -0.15
C 3.7066 -5.5485 -0.2960 0.03 0.31 -0.03
C 4.7278 -4.6510 -0.6863 -0.24 -0.14 0.09
C 4.4005 -3.3202 -0.8293 0.01 -0.04 0.00
N 3.1529 -2.8527 -0.7328 -0.23 -0.07 0.58
H -0.1509 -4.8743 0.0738 0.05 0.01 -0.04
H -2.4129 -5.1675 0.5849 0.01 -0.02 0.02
H -4.7432 -4.4916 0.1650 -0.03 0.00 0.01
H -5.2252 -2.4994 -1.2372 -0.06 0.00 -0.01
H -3.3569 -1.1692 -2.1473 -0.02 0.09 -0.06
H 1.6411 -5.7741 0.1518 -0.04 -0.06 0.01
H 3.9388 -6.5833 -0.0828 0.03 -0.04 -0.01
H 5.7534 -4.9698 -0.7937 0.02 -0.03 0.00
H 5.1628 -2.5678 -0.9938 -0.06 -0.07 0.02
S 4.5749 -0.4001 4.6109 0.01 0.05 0.10
Sb 4.4374 -1.9587 2.9877 -0.09 -0.01 -0.18
S 1.3608 -0.0607 2.2600 0.09 -0.43 -0.25
S 4.7536 -0.6554 0.9476 -0.28 -0.04 0.04
S 1.7978 -2.0899 2.4837 0.23 0.42 -0.17
C 3.4790 2.5182 0.9993 0.00 -0.09 -0.08
C 3.0065 2.1338 -0.3561 0.03 0.20 0.20
N 2.5370 0.9644 -0.7343 -0.14 -0.46 0.11
C 2.2516 1.0478 -2.0710 -0.05 0.27 -0.44
C 2.5583 2.2930 -2.5231 -0.14 -0.12 0.02
N 3.0209 2.9755 -1.4188 0.03 -0.28 0.18
H 2.8787 2.0268 1.7661 0.04 0.03 -0.06
H 3.4356 3.5992 1.1226 0.03 0.08 0.03
H 4.4968 2.1515 1.1456 -0.01 0.05 0.03
H 1.8281 0.2131 -2.6062 0.04 0.04 -0.02
H 2.4699 2.7528 -3.4877 -0.02 0.02 -0.09
H 3.3405 3.9262 -1.3830 -0.01 0.01 -0.02
C -3.1649 3.5932 -1.3737 -0.06 0.16 0.11
C -2.4248 2.2869 -1.5802 0.00 -0.18 0.05
C -1.6596 2.3220 -2.8956 0.15 -0.07 -0.06
Sb -1.0663 1.6044 0.0124 0.11 -0.01 0.02
C -1.0081 3.4410 1.1794 -0.14 -0.01 -0.04
C -0.1100 4.4427 0.4717 0.05 0.07 -0.11
C -0.4772 3.1734 2.5777 0.03 -0.09 0.11
C -2.6259 0.5442 1.0984 -0.13 0.01 -0.16
C -3.6498 1.4334 1.7855 -0.05 0.10 0.00
C -2.0950 -0.5137 2.0498 0.15 -0.06 0.03
H -3.8489 3.7811 -2.2062 -0.07 0.03 -0.08
H -2.4750 4.4365 -1.3367 0.05 0.08 0.01
H -3.7518 3.6185 -0.4565 -0.02 -0.04 0.05
H -3.1610 1.4783 -1.6316 -0.03 -0.06 0.02
H -0.8881 3.0958 -2.8724 0.06 0.05 0.00
H -2.3201 2.5476 -3.7380 -0.06 0.01 -0.06
H -1.1548 1.3747 -3.0984 -0.02 0.01 0.00
H -2.0218 3.8441 1.2401 -0.04 -0.01 0.00
H 0.9080 4.0554 0.4022 0.10 -0.04 0.00
H -0.0611 5.3871 1.0199 0.00 0.09 0.06
H -0.4390 4.6652 -0.5439 -0.04 0.01 -0.07
H 0.5340 2.7635 2.5427 0.06 -0.03 0.01
H -1.0826 2.4564 3.1322 -0.03 -0.02 0.01
H -0.4322 4.0979 3.1611 0.00 0.06 0.04
H -3.1279 0.0286 0.2750 -0.03 -0.06 -0.07
H -3.2038 2.0023 2.6007 0.05 0.05 0.07
H -4.4481 0.8261 2.2216 -0.05 -0.06 0.03
H -4.1181 2.1452 1.1054 0.00 0.02 -0.06
H -1.6025 -0.0662 2.9150 0.00 -0.01 0.02
H -1.3525 -1.1601 1.5778 -0.04 -0.01 0.00
H -2.9210 -1.1334 2.4096 -0.05 -0.06 0.04
```
Forces are in eV/Å.

spin multiplicity: 3
gap between HOMO and LUMO (spin up / spin down): 0.2078 / 0.2186 Eh
energy relative to the best compared isomer or geometry (same formula, charge and spin): 31.6 kJ/mol
total charge: -1
HOMO energy (spin up / spin down): -3.398 / -3.922 eV

Results of the Mulliken charge analysis, in e, for atoms 1 through 8: atom 1 (Ti): 1.067, atom 2 (N): 0.091, atom 3 (C): 0.109, atom 4 (C): -0.848, atom 5 (C): -0.646, atom 6 (C): -0.599, atom 7 (C): -0.702, atom 8 (C): 1.026